[1]
The following is a DFT calculation (the ωB97M-V functional and the def2-TZVPD basis) of a molecular structure, C17H46AsMoN3O3P2S2Sb.

```
76
Properties=species:S:1:pos:R:3:mulliken_spin:R:1
Sb 1.9741 0.5357 4.1141 -0.002
Mo -0.3758 -0.3641 -0.6792 2.160
As -1.6343 2.0942 -3.7310 0.009
S 0.0164 1.3217 -2.5286 -0.026
S 1.3839 1.0734 0.2748 -0.017
P 0.1885 -1.8463 -2.6284 -0.098
P 1.5618 -1.9762 0.0628 -0.095
O -2.6219 -0.0626 -1.4620 0.026
O -1.9220 -2.0274 -0.8636 -0.019
O -1.0227 -0.7820 1.3948 0.006
N 1.3072 3.5001 1.2687 0.010
N -1.5289 1.5882 0.2379 0.009
N -0.7398 2.6272 0.7438 0.003
C -2.8569 -1.2794 -1.2582 0.002
C 3.2401 -1.3326 0.2947 0.000
C 3.5387 1.8058 3.3601 0.000
C 0.6092 2.1133 4.6360 -0.001
C -1.6716 -1.3314 2.2978 0.004
C -0.7385 3.3992 -4.8080 -0.001
C -2.5997 0.9416 -4.9210 0.004
C 1.7873 -3.3714 -1.1057 0.001
C -2.9626 3.0066 -2.6870 0.003
C 0.5892 2.5045 0.7863 0.017
C 1.1789 -2.7681 1.6407 0.006
C -2.1849 -2.7234 2.2057 0.001
C -1.9574 -0.5683 3.5445 0.001
C 1.6641 -1.3751 -3.5705 0.011
C 2.7990 0.2868 6.0623 0.001
C -1.1093 -2.1065 -3.8545 0.004
C 0.5676 -3.5088 -2.0032 -0.006
H -1.5417 -1.1660 -4.1722 0.001
H -1.4825 3.9170 -5.4131 0.000
H 3.0871 1.2532 6.4721 0.000
H -0.0206 2.8972 -5.4535 0.000
H 3.6738 -0.3583 6.0074 0.000
H 0.8964 4.3478 1.6332 -0.001
H 0.2689 -3.3584 1.5548 -0.002
H -0.1541 1.7401 5.3183 0.000
H 4.5005 1.3871 3.6548 0.000
H 1.4194 -0.5699 -4.2593 0.001
H -1.7207 -1.1755 4.4204 0.001
H -3.6116 3.5522 -3.3728 0.000
H -1.6697 -3.3246 2.9615 0.002
H -2.1545 1.2524 0.9659 0.001
H -2.0851 1.9292 -0.5390 -0.003
H 2.0095 -3.4344 1.8824 -0.002
H -1.2020 3.4482 1.1132 0.001
H 3.4577 2.8041 3.7896 0.000
H -1.8851 -2.7499 -3.4440 0.001
H -0.6625 -2.6029 -4.7179 -0.002
H 1.1497 2.9189 5.1312 0.000
H 1.0876 -2.0181 2.4267 0.001
H -0.3043 -3.8763 -1.4603 0.001
H 3.2967 -0.7213 1.1942 0.003
H 3.9016 -2.1935 0.4123 -0.003
H 3.5723 -0.7491 -0.5639 0.001
H -3.2452 1.5941 -5.5111 0.000
H -1.4011 0.3654 3.5775 -0.001
H 3.5293 1.8648 2.2702 0.000
H -3.2145 0.2451 -4.3567 -0.001
H -2.4772 3.7231 -2.0253 0.001
H -3.5588 2.2783 -2.1406 0.001
H -2.0507 -3.1550 1.2201 -0.001
H -3.0339 -0.3753 3.5971 0.001
H -0.2223 4.1060 -4.1621 -0.001
H 0.7524 -4.1825 -2.8426 -0.003
H 2.0638 -0.1774 6.7171 0.000
H 1.9772 -4.2755 -0.5251 -0.001
H -3.8573 -1.6947 -1.4194 -0.003
H -1.9161 0.4228 -5.5890 0.000
H 2.0132 -2.2404 -4.1373 -0.002
H 2.3104 3.4075 1.3352 0.000
H 2.6854 -3.1752 -1.6942 0.000
H -3.2389 -2.7433 2.4917 0.001
H 2.4650 -1.0238 -2.9200 -0.005
H 0.1127 2.5121 3.7487 0.001
```

Results
**Energy above the lowest of the compared OMol25 structures with the same formula, charge and spin**: 0.8087 eV
**Spin multiplicity**: 3
**Charge**: +3
**Energy**: -138446.3478 eV
**Largest force on an atom**: 0.3 eV Å⁻¹
**HOMO level (spin up / spin down)**: -0.559 / -0.559 hartree
**Expectation value of S²**: 2.03


[2]
The following is a DFT calculation (the ωB97M-V functional and the def2-TZVPD basis) of 12 unconnected molecules or ions with the total composition C17H46N17O24.

```
104
Properties=species:S:1:pos:R:3:mulliken_charge:R:1
O 5.9119 -2.3370 1.9990 -0.528
O -8.3737 -4.9197 -6.3930 -0.524
O 2.1325 4.1639 6.0391 -0.540
O 2.5799 5.7400 4.6388 -0.552
O 9.4256 -1.1020 -1.8308 -0.533
O -2.4974 2.5968 3.0718 -0.522
O -7.2479 -0.4450 -2.4150 -0.527
O -7.1343 -0.0516 -8.2204 -0.520
O 2.0705 -0.6889 6.7413 -0.536
O -1.2203 0.9247 2.6001 -0.493
O -5.6497 -1.1127 -3.6773 -0.421
O -7.1924 -3.5015 -5.2878 -0.546
O 5.8495 1.4648 -5.1865 -0.487
O 10.3028 0.3461 -3.1622 -0.546
O -1.7962 -0.4406 7.3904 -0.589
O 6.2460 2.4111 -3.2986 -0.459
O -3.5539 -0.2882 8.6116 -0.537
O -1.8077 -2.7530 -3.0944 -0.216
O 0.7995 -1.4937 10.9069 -0.510
O 2.8385 0.3815 5.0427 -0.619
O 0.4920 -2.9863 12.4257 -0.519
O -9.0103 0.0114 -7.1732 -0.515
O -2.9304 -1.4017 -1.7253 -0.355
O 4.7765 -0.7602 1.0820 -0.543
N -1.9892 1.7489 -4.4832 -0.375
N -7.8224 0.2205 -7.2586 0.891
N 1.9281 -0.0309 5.7430 1.010
N -6.6023 -1.3186 -2.9394 0.870
N 1.4864 1.1405 -1.3565 -0.136
N 5.3703 -1.2609 2.0227 0.892
N -0.7579 0.2639 -1.6084 -0.198
N 0.6329 -2.6389 11.2775 0.857
N -2.3574 -0.2530 8.4552 0.904
N -2.8677 -2.5567 -2.7517 0.397
N -0.0458 1.6934 -3.1093 -0.603
N 6.0904 2.4367 -4.4993 0.794
N 2.2579 4.6086 4.9186 0.941
N 9.4695 -0.4843 -2.8705 0.934
N -7.7029 -3.9221 -6.3142 0.922
N -2.1240 1.7063 2.3575 0.875
N -1.7680 0.4697 -2.4934 0.304
C -7.4875 -3.1313 -7.5577 -0.674
C -7.0012 -2.7318 -2.6917 -0.859
C 8.4138 -0.7505 -3.8853 -0.480
C 1.9813 3.6627 3.8042 -0.508
C 0.5990 -3.7062 10.2385 -0.625
C 6.2103 3.7468 -5.1974 -0.773
C 2.5159 0.1593 -1.8556 -0.635
C -7.1503 0.7505 -6.0449 -0.614
C 5.3842 -0.4777 3.2872 -0.484
C -1.5145 0.0367 9.6486 -0.682
C -2.8010 1.4923 1.0481 -0.689
C -1.2790 1.3208 -3.4182 0.569
C 0.2776 1.0518 -1.9948 0.086
C 0.5580 0.2998 5.2741 -0.569
C -3.0857 -0.1763 -2.3499 -0.419
C 3.9098 0.7389 -1.7652 -0.240
C 4.9361 -0.3036 -2.1950 -1.196
H 4.1151 1.0813 -0.7560 0.278
H 3.9523 1.5942 -2.4402 0.275
H -0.3651 -4.1989 10.3163 0.282
H 8.9079 -1.0895 -4.7902 0.335
H -7.3300 0.0141 -5.2706 0.174
H 5.8649 0.4730 3.0787 0.278
H 5.2663 3.9311 -5.7000 0.294
H 2.1170 4.1823 2.8635 0.321
H -2.0206 1.6100 0.3037 0.142
H 7.0114 3.6502 -5.9232 0.309
H -2.5746 1.1438 -5.0266 0.210
H -6.9398 -2.8963 -1.6202 0.330
H 1.3972 -4.4041 10.4697 0.294
H -6.0933 0.8487 -6.2570 0.248
H 4.5816 -0.7894 -3.1070 0.458
H -1.8275 1.0042 10.0287 0.303
H -0.4760 0.0368 9.3483 0.306
H 2.6678 2.8271 3.9087 0.183
H 0.7406 -3.2413 9.2705 0.224
H 4.9908 -1.0724 -1.4246 0.456
H -1.7174 -0.7363 10.3811 0.239
H -8.4610 -2.8170 -7.9214 0.299
H 4.3502 -0.3276 3.5734 0.136
H 1.3401 0.9945 -0.3628 0.369
H 7.8980 0.1865 -4.0678 0.034
H -6.8690 -2.2839 -7.3001 0.196
H 2.4473 -0.7750 -1.2966 0.261
H -3.1888 0.4771 1.0546 0.351
H -3.7296 0.4515 -1.7362 0.261
H 0.4762 -0.1114 4.2742 0.318
H -7.6009 1.7024 -5.7839 0.324
H -3.5948 2.2190 0.9198 0.345
H 7.7401 -1.5017 -3.4924 0.281
H -3.5209 -0.2665 -3.3440 0.371
H 6.4290 4.5050 -4.4564 0.310
H 5.9225 -1.0401 4.0393 0.281
H 5.9077 0.1389 -2.3645 0.132
H -0.7715 -0.3641 -0.8195 0.230
H -6.9993 -3.7705 -8.2863 0.301
H 0.4782 1.3813 5.2452 0.176
H 2.2898 -0.0277 -2.9055 0.438
H -8.0262 -2.8379 -3.0332 0.321
H 0.9559 3.3257 3.9258 0.154
H -0.1694 -0.1318 5.9499 0.227
H -6.3310 -3.3759 -3.2461 0.368
H -1.9166 2.7171 -4.7392 0.227
```

Results
**Energy above the lowest of the compared OMol25 structures with the same formula, charge and spin**: 0.0000 eV
**Charge**: +1
**Energy**: -92806.2688 eV
**Largest force on an atom**: 1.2 eV Å⁻¹
**HOMO level**: -0.452 hartree


The lowest energy above the lowest of the compared OMol25 structures with the same formula, charge and spin belongs to which entry? C17H46N17O24